# C13H27N3P2PtS2

A structure of composition C13H27N3P2PtS2 at a distorted geometry (ωB97M-V/def2-TZVPD, OMol25).

Output
Frontier orbital gap (eV): 8.55
Total charge: +2
Relative energy (zero: lowest compared OMol25 entry of this formula, charge and spin) (kcal per mole): 18.0
Highest occupied orbital energy (eV): -14.69

Cartesian coordinates (Å):
Pt 0.283 0.248 -0.788
N 2.622 0.138 -1.571
N 3.144 1.380 -1.934
C 2.362 2.460 -2.116
N 2.970 3.581 -2.491
S 0.677 2.453 -1.897
H 3.168 -0.256 -0.812
H 2.664 -0.506 -2.357
H 4.128 1.431 -2.162
H 3.961 3.638 -2.665
H 2.419 4.411 -2.645
C -0.686 -3.023 0.025
P -1.060 -1.270 0.301
C -2.859 -1.150 0.132
C -0.767 -1.013 2.064
C -1.042 -2.005 3.001
C -0.777 -1.787 4.346
C -0.270 -0.564 4.762
C -0.024 0.436 3.833
C -0.255 0.205 2.478
P 0.176 1.436 1.222
C 1.608 2.335 1.851
C -1.178 2.635 1.262
H -1.415 -3.665 0.517
H 0.310 -3.240 0.410
H -0.705 -3.233 -1.043
H -3.323 -1.881 0.796
H -3.161 -1.354 -0.893
H -3.197 -0.152 0.405
H -1.446 -2.960 2.690
H -0.968 -2.572 5.064
H -0.053 -0.391 5.808
H 0.348 1.395 4.170
H 1.920 3.057 1.096
H 2.429 1.645 2.045
H 1.354 2.870 2.765
H -1.209 3.095 2.251
H -2.123 2.132 1.066
H -1.020 3.399 0.501
C 0.160 -2.250 -3.542
S -0.361 -0.546 -3.220
C -2.143 -0.688 -3.438
H -0.615 -2.948 -3.235
H 1.069 -2.448 -2.979
H 0.357 -2.361 -4.606
H -2.343 -0.905 -4.485
H -2.584 0.269 -3.172
H -2.543 -1.481 -2.811

---

# C5H14

A cluster of 2 separate species, C5H14 in total at a distorted geometry (ωB97M-V/def2-TZVPD, OMol25).

Output
Frontier orbital gap (eV): 11.97
Relative energy (zero: lowest compared OMol25 entry of this formula, charge and spin) (kcal per mole): 46.1
Highest occupied orbital energy (eV): -10.84

Cartesian coordinates (Å):
C 0.172 -1.899 -2.682
C -0.622 -0.940 -1.710
C 0.193 0.258 -1.270
H -0.406 -2.676 -3.196
H 0.641 -1.237 -3.365
H 0.872 -2.437 -2.019
H -1.590 -0.716 -2.299
H -1.012 -1.493 -0.754
H 1.311 -0.025 -1.330
H -0.043 1.063 -2.032
H -0.282 0.648 -0.371
C 0.754 0.917 2.378
C -0.755 1.432 2.844
H 1.354 1.243 1.350
H 1.521 1.288 3.195
H 1.008 -0.050 2.529
H -0.548 2.127 3.625
H -1.274 1.900 2.017
H -1.295 0.598 3.090

---

# C13H37N5O4

A cluster of 4 separate species, C13H37N5O4 in total at a distorted geometry (ωB97M-V/def2-TZVPD, OMol25).

Output
Frontier orbital gap (eV): 8.96
Relative energy (zero: lowest compared OMol25 entry of this formula, charge and spin) (kcal per mole): 61.7
Highest occupied orbital energy (eV): -8.32

Cartesian coordinates (Å):
C -3.593 -0.809 1.378
O -3.244 -0.929 2.745
C -1.870 -0.669 3.169
C -1.411 0.743 2.806
C 0.085 0.822 2.898
N -1.856 1.744 3.669
H -2.932 -1.399 0.744
H -3.341 0.207 1.074
H -4.651 -0.767 1.120
H -1.625 -0.800 4.222
H -1.171 -1.393 2.749
H -1.573 0.981 1.755
H 0.544 0.506 3.835
H 0.457 1.825 2.690
H 0.494 0.214 2.092
H -1.531 1.629 4.619
H -2.824 1.485 3.799
C 3.877 0.373 -0.900
O 3.587 1.683 -0.961
C 2.825 2.191 0.118
C 2.485 3.587 -0.321
C 1.425 4.141 0.716
N 1.687 3.586 -1.584
H 3.118 -0.391 -0.730
H 4.626 0.146 -0.141
H 4.173 0.230 -1.939
H 1.918 1.587 0.106
H 3.343 2.161 1.077
H 3.409 4.165 -0.328
H 1.223 5.211 0.675
H 1.765 3.961 1.736
H 0.424 3.712 0.676
H 2.405 3.547 -2.293
H 1.372 4.533 -1.745
C -0.938 -3.950 -4.342
O -0.589 -4.201 -3.021
C -0.129 -3.130 -2.292
C -0.006 -3.487 -0.782
C -1.264 -4.117 -0.141
N 0.293 -2.247 -0.056
H -1.423 -4.830 -4.764
H -0.098 -3.644 -4.966
H -1.751 -3.225 -4.309
H 0.829 -2.765 -2.663
H -0.714 -2.217 -2.401
H 0.823 -4.184 -0.662
H -1.079 -4.825 0.667
H -1.680 -4.802 -0.880
H -2.025 -3.397 0.161
H 0.379 -2.541 0.906
H -0.391 -1.555 -0.326
N 0.108 1.140 -2.042
C -0.737 0.992 -1.097
N -0.973 2.103 -0.519
O -1.302 -0.074 -0.837
H 0.708 1.952 -2.002
H 0.297 0.273 -2.525
H -1.615 2.122 0.260
H -0.341 2.797 -0.893